[1]
19
Properties=species:S:1:pos:R:3:forces:R:3:mulliken_charge:R:1 method="wB97M-V/def2-TZVPD" e_above_lowest_kcal_mol=54.62 e_tot_ha=-310.97223 smiles="CCC/C=C/CO"
C 2.081 0.040 0.096 0.7 -0.9 1.3 -1.05
C 1.500 -0.380 -1.264 -0.2 1.0 0.9 -0.38
C 0.379 0.602 -1.595 -1.4 0.9 -0.5 -0.90
C -1.695 -0.006 1.561 -1.2 -0.7 -0.3 -0.18
O -2.768 -0.733 2.189 -0.2 0.1 -0.1 -0.54
C -1.220 -0.413 0.174 -0.5 1.0 0.6 -0.17
C -0.728 0.609 -0.561 -0.4 -1.1 -0.5 -0.43
H 1.687 -0.544 0.936 -0.5 0.3 -0.2 0.23
H 1.965 1.091 0.352 -0.2 0.1 -0.2 0.31
H 3.146 -0.187 0.246 0.0 0.1 -0.7 0.35
H 2.330 -0.295 -1.948 -0.1 -0.4 -0.7 0.34
H 1.077 -1.383 -1.169 0.4 0.0 -0.4 0.27
H -0.144 0.556 -2.563 0.5 -0.7 -0.2 0.37
H 0.711 1.663 -1.632 0.4 -0.7 0.3 0.36
H -2.086 1.009 1.532 0.2 0.3 -0.1 0.29
H -0.832 -0.015 2.230 0.1 -0.1 0.0 0.16
H -2.811 -1.680 2.013 0.5 0.2 -0.2 0.29
H -1.314 -1.476 -0.074 1.2 0.1 0.1 0.28
H -1.279 1.543 -0.521 0.6 0.4 1.0 0.37

---

[2]
19
Properties=species:S:1:pos:R:3:forces:R:3:mulliken_charge:R:1 method="wB97M-V/def2-TZVPD" e_above_lowest_kcal_mol=114.80 e_tot_ha=-310.87632
C -0.856 -1.599 -0.731 0.4 -0.4 -0.2 -1.66
C -0.660 -0.118 -0.477 -0.3 -0.2 0.4 0.47
C -1.127 0.337 0.906 0.2 1.9 -3.5 -1.07
C -0.279 2.059 0.426 -1.7 -3.3 8.1 -0.47
O 0.939 1.650 0.054 -1.0 0.5 -0.5 -0.36
C 0.791 0.371 -0.571 1.3 -0.6 -0.9 0.35
C 1.842 -0.491 0.102 0.1 -0.6 -0.2 -1.46
H -1.918 -1.862 -0.716 0.1 0.1 0.0 0.42
H -0.458 -1.881 -1.712 0.0 -0.1 0.1 0.38
H -0.347 -2.203 0.026 -0.1 0.0 -0.1 0.36
H -1.248 0.430 -1.227 0.1 0.0 0.2 0.35
H -0.724 -0.317 1.685 0.5 0.9 0.3 0.39
H -2.218 0.341 0.982 0.2 0.5 0.0 0.39
H -0.379 1.876 1.966 0.7 2.0 -3.4 0.20
H -0.770 2.969 0.110 -0.2 -0.3 -0.1 0.38
H 1.067 0.561 -1.616 0.0 -0.5 -0.1 0.29
H 1.586 -0.706 1.144 0.0 0.1 -0.1 0.29
H 1.951 -1.439 -0.432 0.0 0.0 0.1 0.36
H 2.813 0.013 0.095 -0.2 0.0 -0.1 0.40

---

[3]
19
Properties=species:S:1:pos:R:3:forces:R:3:mulliken_charge:R:1 method="wB97M-V/def2-TZVPD" e_above_lowest_kcal_mol=12.28 e_tot_ha=-311.03970 smiles=CC[C@H]1CCCO1
C 2.697 -0.037 0.153 0.0 0.0 0.1 -1.28
C 1.376 0.047 -0.620 0.0 0.0 -0.1 -0.39
C 0.136 0.287 0.251 0.1 0.2 0.0 0.00
C -1.029 1.009 -0.467 0.0 0.1 0.0 -0.79
C -2.246 0.162 -0.090 0.0 0.0 0.0 -0.51
C -1.585 -1.209 -0.064 -0.2 -0.1 -0.1 -0.44
O -0.396 -0.982 0.675 0.1 0.0 0.0 -0.43
H 3.087 0.962 0.389 -0.1 -0.2 0.0 0.33
H 2.580 -0.585 1.097 0.0 0.1 -0.2 0.33
H 3.463 -0.555 -0.434 -0.1 0.1 0.1 0.37
H 1.460 0.823 -1.394 -0.1 -0.1 0.1 0.31
H 1.184 -0.907 -1.133 0.1 0.2 0.0 0.27
H 0.413 0.828 1.166 0.0 -0.1 -0.1 0.38
H -1.112 2.057 -0.168 0.0 -0.1 0.0 0.34
H -0.890 0.986 -1.556 0.0 0.0 0.2 0.33
H -3.085 0.252 -0.787 0.2 0.0 0.1 0.34
H -2.594 0.411 0.919 0.0 0.0 -0.2 0.26
H -2.158 -1.999 0.426 0.1 0.1 0.1 0.33
H -1.361 -1.541 -1.095 0.0 0.0 0.2 0.24

---

[4]
19
Properties=species:S:1:pos:R:3:forces:R:3:mulliken_charge:R:1 method="wB97M-V/def2-TZVPD" e_above_lowest_kcal_mol=35.97 e_tot_ha=-311.00196 smiles="CCC/C=C/CO"
C 0.745 -1.954 -0.346 -0.1 0.7 -1.1 -0.93
C 1.635 -0.771 -0.801 0.3 -0.4 1.1 -0.56
C 1.595 0.414 0.201 0.3 -0.1 -0.7 -0.71
C -2.136 1.477 0.396 -1.2 -0.4 -0.8 -0.56
O -3.188 0.528 0.097 0.3 0.3 0.1 -0.54
C -0.837 1.064 -0.169 2.4 -0.1 0.9 -0.01
C 0.231 0.891 0.628 -0.7 -1.6 0.4 -0.32
H -0.254 -1.597 -0.115 -0.2 -0.2 0.0 0.21
H 1.133 -2.492 0.515 0.2 0.2 0.1 0.32
H 0.704 -2.641 -1.194 -0.2 -0.2 0.2 0.31
H 2.635 -1.215 -0.748 0.2 0.5 -0.3 0.35
H 1.491 -0.425 -1.823 -0.4 -0.3 -0.1 0.36
H 2.106 1.291 -0.207 0.3 -0.2 -0.1 0.30
H 2.219 0.047 1.017 -0.4 0.5 0.5 0.36
H -2.467 2.411 -0.062 0.0 0.0 0.2 0.29
H -2.088 1.576 1.480 0.3 0.3 0.0 0.33
H -2.997 -0.243 0.641 -0.1 -0.1 -0.1 0.30
H -0.584 0.883 -1.209 -0.9 0.4 -0.3 0.31
H 0.057 0.756 1.698 -0.1 0.8 0.1 0.19

---

[5]
19
Properties=species:S:1:pos:R:3:forces:R:3:mulliken_charge:R:1 method="wB97M-V/def2-TZVPD" e_above_lowest_kcal_mol=143.29 e_tot_ha=-310.83092
C 1.314 0.220 1.160 0.1 -0.1 -0.1 -1.34
C 1.124 -0.668 0.129 0.1 0.1 0.2 0.36
C 1.671 -0.429 -1.258 0.0 0.1 -0.1 -1.06
C -1.063 -0.676 -0.491 -0.2 0.0 0.1 -0.22
C -1.922 -0.339 0.493 0.0 -0.1 -0.2 -0.43
C -1.760 0.633 -0.617 -0.2 -0.2 -0.2 -0.31
O -1.127 1.879 -0.478 0.2 0.0 0.2 -0.55
H -0.224 0.510 1.795 -0.1 0.0 0.0 -0.15
H 1.495 -0.126 2.173 -0.1 0.0 -0.1 0.37
H 1.650 1.235 0.941 -0.1 -0.2 0.0 0.36
H 1.015 -1.715 0.411 0.0 0.1 -0.1 0.33
H 2.711 -0.781 -1.288 -0.2 0.1 0.0 0.34
H 1.663 0.633 -1.519 0.0 -0.1 0.1 0.30
H 1.122 -0.977 -2.030 0.1 0.1 0.1 0.33
H -0.853 -1.530 -1.119 0.0 0.1 0.2 0.42
H -2.684 -0.799 1.111 0.1 0.1 -0.1 0.40
H -1.031 0.330 1.648 0.1 0.1 0.0 0.18
H -2.561 0.764 -1.347 0.1 -0.1 0.1 0.34
H -0.542 1.837 0.288 0.0 0.0 -0.1 0.34

---

[6]
19
Properties=species:S:1:pos:R:3:forces:R:3:mulliken_charge:R:1 method="wB97M-V/def2-TZVPD" e_above_lowest_kcal_mol=51.16 e_tot_ha=-310.97775 smiles="C/C=C/C=C/C.O"
C 1.284 -2.655 -0.992 0.0 0.4 0.8 -1.08
C 1.046 -1.805 0.232 0.5 -0.8 0.1 -0.07
C 0.604 -0.559 0.125 -1.7 0.7 -0.2 -0.11
C 0.594 0.563 1.058 1.7 0.2 1.7 -0.38
C 0.360 1.839 0.741 0.4 -0.6 -2.5 -0.09
C 0.611 3.154 1.381 0.4 -1.1 2.9 -1.13
H 0.851 -2.117 -1.833 0.2 -0.5 -0.3 0.32
H 0.954 -3.689 -0.884 -0.4 0.1 -0.1 0.32
H 2.377 -2.721 -1.067 -0.1 0.1 -0.4 0.25
H 1.378 -2.298 1.146 0.2 0.7 0.2 0.34
H -0.023 -0.353 -0.751 0.8 0.2 -0.4 0.20
H 1.162 0.407 1.986 -0.7 -0.2 0.2 0.25
H 0.235 1.921 -0.346 -0.8 0.3 0.1 0.26
H 0.896 3.011 2.447 -0.1 -0.3 -0.3 0.33
H 1.525 3.627 1.027 -0.6 0.5 -0.8 0.29
H -0.304 3.730 1.516 0.2 0.5 -0.8 0.30
H -5.017 -0.087 -2.002 -0.4 0.3 0.2 0.32
H -4.209 -1.282 -1.522 0.0 -0.1 0.1 0.32
O -4.323 -0.684 -2.262 0.4 -0.3 -0.3 -0.64

---

[7]
19
Properties=species:S:1:pos:R:3:forces:R:3:mulliken_charge:R:1 method="wB97M-V/def2-TZVPD" e_above_lowest_kcal_mol=92.12 e_tot_ha=-310.91247
C -0.055 1.288 1.384 0.0 0.3 -0.2 -1.33
C 0.111 -0.176 1.309 0.2 0.7 -0.3 0.50
O -0.351 -0.936 2.316 -0.6 -0.6 1.1 -0.49
C 0.000 0.997 -1.676 -0.4 0.5 -0.8 -1.03
C -0.713 -0.269 -1.411 -0.7 -0.9 0.4 -0.15
C 0.171 -1.428 -0.901 0.2 0.2 0.1 -0.74
C 0.933 -0.876 0.321 0.3 -0.1 -0.6 -0.70
H -0.836 1.675 0.698 0.0 -0.1 0.5 0.24
H 0.868 1.781 1.046 -0.1 0.0 0.2 0.29
H -0.300 1.620 2.402 0.1 0.0 -0.1 0.50
H -0.782 -0.379 2.980 0.1 -0.2 -0.2 0.31
H 0.038 1.805 -0.959 0.2 -0.2 -0.1 0.23
H 0.112 1.310 -2.711 0.2 -0.1 0.1 0.28
H -1.452 -0.150 -0.578 0.3 0.2 -0.7 0.25
H -1.247 -0.619 -2.307 0.0 0.2 0.2 0.40
H 0.913 -1.727 -1.655 -0.2 0.0 0.1 0.35
H -0.438 -2.305 -0.638 0.1 0.3 -0.1 0.34
H 1.604 -0.118 -0.138 0.1 -0.5 0.5 0.31
H 1.471 -1.693 0.821 0.2 0.2 -0.1 0.44

---

[8]
19
Properties=species:S:1:pos:R:3:forces:R:3:mulliken_charge:R:1 method="wB97M-V/def2-TZVPD" e_above_lowest_kcal_mol=11.38 e_tot_ha=-311.04113 smiles="CCC(C=O)CC"
C -2.427 -0.780 0.407 0.0 0.0 0.0 -1.17
C -1.098 -0.915 -0.334 0.0 0.0 -0.1 -0.68
C -0.004 0.016 0.216 0.0 0.0 0.1 0.52
C 1.382 -0.332 -0.346 0.0 0.0 -0.1 -0.69
C 2.495 0.626 0.122 0.1 0.0 0.0 -1.13
C -0.361 1.439 -0.147 -0.1 0.2 0.2 -0.17
O -0.784 2.270 0.620 0.2 -0.3 -0.3 -0.48
H -3.193 -1.427 -0.033 0.1 0.1 0.1 0.36
H -2.314 -1.061 1.460 0.0 0.0 -0.1 0.30
H -2.798 0.250 0.382 0.0 -0.2 0.0 0.30
H -0.738 -1.950 -0.273 0.0 0.1 0.0 0.36
H -1.242 -0.707 -1.405 0.0 0.0 0.1 0.33
H 0.010 -0.043 1.312 0.0 0.0 -0.1 0.18
H 1.323 -0.342 -1.443 0.0 0.0 0.1 0.32
H 1.614 -1.363 -0.053 -0.1 0.1 0.0 0.36
H 3.292 0.095 0.650 -0.1 0.1 -0.1 0.31
H 2.109 1.387 0.808 0.0 -0.1 -0.1 0.34
H 2.957 1.153 -0.718 -0.1 -0.1 0.1 0.28
H -0.221 1.683 -1.227 -0.1 0.0 0.1 0.33

---

[9]
19
Properties=species:S:1:pos:R:3:forces:R:3:mulliken_charge:R:1 method="wB97M-V/def2-TZVPD" e_above_lowest_kcal_mol=79.59 e_tot_ha=-310.93244 smiles="C=C(C)/C=C/C.O"
C -1.115 -2.011 0.546 -2.1 -2.0 0.2 -1.17
C -1.105 -0.636 -0.001 -1.5 0.7 -1.0 0.89
C -2.228 0.179 0.102 0.8 -0.3 1.6 -0.92
C 1.775 1.632 -1.379 0.7 0.0 0.4 -1.06
C 0.480 1.058 -0.839 0.4 -2.0 0.5 0.01
C 0.077 -0.255 -0.813 0.4 4.3 1.3 -0.63
H -0.585 -2.173 1.497 -0.1 1.0 0.1 0.27
H -2.210 -2.325 0.776 1.8 0.3 -0.5 0.30
H -0.608 -2.779 -0.040 -0.3 0.1 -0.6 0.34
H -3.243 -0.223 0.189 0.6 -0.6 0.8 0.31
H -2.233 1.215 0.530 0.5 -0.3 -1.9 0.20
H 1.826 1.577 -2.462 0.1 -0.4 -0.2 0.30
H 2.733 1.150 -0.939 -1.7 0.7 -0.7 0.23
H 1.798 2.722 -1.186 0.1 -0.6 0.2 0.33
H -0.122 1.718 -0.242 -0.2 0.5 0.1 0.19
H 0.641 -0.900 -1.419 0.5 -1.5 -0.3 0.37
H 1.590 0.599 2.377 0.1 5.4 1.3 0.28
H 1.008 -0.314 1.203 1.5 0.9 2.6 0.44
O 1.522 -0.233 2.099 -1.5 -6.3 -3.8 -0.69

---

[10]
19
Properties=species:S:1:pos:R:3:forces:R:3:mulliken_charge:R:1 method="wB97M-V/def2-TZVPD" e_above_lowest_kcal_mol=104.72 e_tot_ha=-310.89238 smiles="C=CC/C=C/C.O"
C -0.640 -0.229 -1.301 0.3 -0.4 0.4 -0.21
C -0.487 -1.523 -1.703 0.6 -1.0 0.2 -0.80
C 0.479 0.577 -0.667 -1.3 -1.9 2.4 -0.40
C -0.019 1.810 0.038 0.6 -0.2 -1.3 -0.33
C -1.175 1.955 0.659 -0.3 1.3 1.1 -0.19
C -1.677 3.352 1.029 -0.1 -0.9 0.2 -1.15
H -1.617 0.203 -1.133 -0.4 1.0 -2.1 0.36
H -0.564 -1.997 -2.681 -2.2 0.4 0.0 0.25
H -0.130 -2.326 -1.042 1.9 0.9 0.0 0.23
H 0.854 -0.129 0.100 0.7 0.2 -0.2 0.27
H 1.250 0.728 -1.412 0.1 0.3 0.0 0.37
H 0.596 2.685 -0.163 -0.3 0.2 0.0 0.28
H -1.755 1.188 1.164 0.0 -0.6 -0.9 0.40
H -1.921 3.952 0.156 0.4 0.1 -0.1 0.26
H -2.620 3.258 1.568 0.1 0.1 0.3 0.33
H -0.919 3.806 1.660 -0.2 0.5 0.0 0.32
H 3.960 -5.368 0.831 -0.1 -0.2 -0.3 0.32
H 3.110 -5.906 1.922 -0.2 -0.3 -0.2 0.32
O 3.273 -6.035 0.976 0.3 0.5 0.6 -0.64

---

[11]
19
Properties=species:S:1:pos:R:3:forces:R:3:mulliken_charge:R:1 method="wB97M-V/def2-TZVPD" e_above_lowest_kcal_mol=39.62 e_tot_ha=-310.99613 smiles=C[C@H]1CO[C@@H](C)C1
C 0.105 -2.020 1.167 0.3 0.3 0.0 -1.55
C 0.040 -0.473 1.193 0.6 -0.1 -0.4 0.48
C 1.516 0.037 0.413 -0.4 -0.6 0.4 -0.71
O 1.044 0.355 -0.876 -0.2 -0.3 0.3 -0.44
C -0.136 1.066 -0.558 -0.6 -0.1 -1.1 0.40
C -0.670 1.593 -1.890 0.1 0.1 0.2 -1.39
C -1.022 0.088 0.201 0.5 0.2 0.1 -0.93
H 0.830 -2.373 1.910 -0.1 0.0 -0.2 0.36
H 0.452 -2.302 0.171 0.0 -0.2 0.0 0.43
H -0.835 -2.565 1.342 0.1 0.6 0.0 0.35
H -0.212 -0.156 2.228 0.7 0.2 -0.7 0.35
H 2.323 0.821 0.604 -1.7 -0.5 1.2 0.27
H 2.062 -0.880 0.355 0.5 -0.7 -0.1 0.37
H 0.175 1.722 0.272 -0.4 1.2 -0.8 0.31
H 0.018 2.328 -2.311 -0.1 0.1 0.1 0.34
H -1.671 2.017 -1.807 0.1 0.1 0.1 0.35
H -0.717 0.766 -2.623 0.0 0.2 0.5 0.34
H -1.459 -0.662 -0.473 0.3 0.0 0.2 0.33
H -1.842 0.639 0.683 0.2 -0.3 0.0 0.33

---

[12]
19
Properties=species:S:1:pos:R:3:forces:R:3:mulliken_charge:R:1 method="wB97M-V/def2-TZVPD" e_above_lowest_kcal_mol=81.49 e_tot_ha=-310.92942
C -1.936 -0.915 -0.646 -0.1 0.0 0.0 -1.53
C -0.726 -0.297 0.057 0.1 0.0 0.0 0.97
C -1.065 1.043 0.714 0.0 0.1 0.0 -1.47
C -0.176 -1.235 1.103 -0.2 0.2 0.1 -0.02
O 0.499 -2.432 0.606 0.3 0.1 0.1 -0.22
C 1.277 -1.575 1.183 -0.3 -0.3 -0.1 -0.41
C 2.724 1.245 -0.459 0.0 0.0 0.0 -0.79
H -2.318 -0.247 -1.425 0.1 -0.1 0.1 0.39
H -1.674 -1.871 -1.112 0.0 0.1 0.1 0.35
H -2.748 -1.097 0.070 0.1 0.0 -0.1 0.35
H 0.065 -0.130 -0.685 -0.1 0.0 0.1 -0.04
H -1.840 0.919 1.480 0.1 0.0 -0.1 0.37
H -1.445 1.750 -0.031 0.1 -0.1 0.1 0.39
H -0.183 1.488 1.188 -0.1 -0.1 -0.1 0.34
H -0.808 -1.450 1.965 0.1 0.1 -0.1 0.45
H 2.646 0.385 0.212 0.0 0.2 -0.1 0.11
H 2.002 1.145 -1.273 0.1 0.0 0.1 0.19
H 3.731 1.288 -0.878 -0.1 0.0 0.1 0.32
H 2.522 2.164 0.094 0.0 -0.1 -0.1 0.23

---

[13]
19
Properties=species:S:1:pos:R:3:forces:R:3:mulliken_charge:R:1 method="wB97M-V/def2-TZVPD" e_above_lowest_kcal_mol=53.26 e_tot_ha=-310.97440 smiles=C[C@@H]1OCC[C@@H]1C
C -0.657 -1.509 -0.730 -1.4 -0.5 -0.3 -1.63
C -0.656 -0.018 -0.514 -0.2 -0.2 -0.1 0.31
C -0.997 0.515 0.887 -0.2 -0.1 0.0 -0.66
C -0.502 1.952 0.780 0.0 -0.2 0.0 -0.47
O 0.669 1.844 -0.058 0.6 -0.8 0.3 -0.42
C 0.724 0.546 -0.659 0.6 -1.6 0.4 -0.06
C 1.707 -0.853 0.058 0.2 1.6 0.0 -1.20
H -1.701 -1.719 -1.007 0.3 -0.6 0.0 0.45
H -0.006 -1.777 -1.576 -0.4 0.0 0.3 0.33
H -0.403 -2.100 0.154 0.0 0.1 -0.2 0.33
H -1.419 0.338 -1.215 0.4 0.7 -0.1 0.46
H -0.412 -0.013 1.650 -0.2 0.0 -0.2 0.23
H -2.057 0.412 1.116 0.0 0.1 0.1 0.41
H -0.209 2.421 1.728 0.0 -0.3 -0.2 0.30
H -1.265 2.600 0.313 0.4 -0.2 -0.1 0.27
H 1.172 0.737 -1.645 -0.3 -0.5 0.2 0.32
H 1.469 -1.126 1.105 -0.1 0.8 -0.4 0.31
H 1.886 -1.877 -0.396 -0.8 1.6 -0.4 0.33
H 2.656 -0.372 0.009 1.0 0.2 0.5 0.38

---

no.,largest force on an atom (eV/Å)
1,1.7
2,9.0
3,0.3
4,2.5
5,0.4
6,3.1
7,1.4
8,0.5
9,7.5
10,3.3
11,2.1
12,0.4
13,1.8